C31H41N3O2P2Zr | ωB97M-V with the def2-TZVPD basis set

```
80
Properties=species:S:1:pos:R:3:forces:R:3
Zr -0.4689 -0.4059 -0.5067 -0.496 -0.170 0.968
C -2.6449 -1.5099 -2.3561 0.006 -0.043 -0.172
N -1.4137 -2.1695 -1.8245 -0.170 0.011 -0.187
C -1.7866 -3.3584 -0.9796 0.018 0.024 0.059
C -1.4956 -3.1800 0.5047 -0.237 0.124 -0.212
C -2.4448 -2.2342 1.2230 0.068 -0.004 0.012
N -2.3463 -0.8749 0.6561 -0.320 -0.286 -0.013
C -3.4039 -0.1348 0.7780 0.027 0.052 -0.010
C -3.6589 1.1268 0.1539 0.011 -0.076 0.012
C -4.9179 1.7309 0.3427 -0.017 -0.082 0.059
C -5.2637 2.8636 -0.3490 0.018 0.088 -0.054
C -4.3560 3.4084 -1.2654 -0.054 -0.025 0.043
C -3.1118 2.8417 -1.4627 0.133 0.066 0.037
C -2.7419 1.7110 -0.7389 -0.039 0.079 -0.027
O -1.5331 1.1766 -0.9021 -1.098 0.747 -0.164
C -0.6251 -2.7193 -2.9783 0.052 0.003 0.001
C -0.1977 -1.7385 -4.0492 -0.005 0.057 0.065
C 0.8551 -0.7505 -3.5925 -0.076 0.013 -0.042
N 0.2515 0.3791 -2.8647 0.244 -0.098 0.002
C 1.0256 1.1630 -2.2007 0.324 -0.105 -0.326
C 2.3857 0.8007 -1.7337 -0.064 0.035 -0.192
C 3.5184 1.5500 -2.0292 -0.001 0.038 0.002
C 4.7679 1.1187 -1.6104 0.006 -0.027 0.023
C 4.8743 -0.0584 -0.8821 0.016 0.056 -0.018
C 3.7452 -0.7983 -0.5540 0.026 -0.095 0.166
C 2.4972 -0.3708 -0.9655 0.070 -0.138 -0.135
O 1.3626 -1.0681 -0.6308 1.361 -0.017 -0.372
H -3.0743 -2.0902 -3.1756 0.036 -0.094 0.018
H -2.4092 -0.5155 -2.7328 0.024 0.020 -0.040
H -3.3910 -1.4212 -1.5745 -0.005 0.009 0.045
H -1.2075 -4.2090 -1.3309 0.011 -0.020 -0.023
H -2.8379 -3.6015 -1.1451 -0.019 0.013 -0.009
H -0.4531 -2.8543 0.6112 0.053 -0.073 0.082
H -1.5578 -4.1563 0.9858 0.084 -0.028 0.019
H -2.2207 -2.2096 2.2875 0.029 0.039 0.048
H -3.4650 -2.6062 1.1172 -0.058 0.005 0.003
H -4.2304 -0.5345 1.3686 -0.017 0.000 0.020
H -5.6172 1.2772 1.0359 0.005 0.013 -0.017
H -6.2299 3.3248 -0.2007 0.013 -0.014 -0.010
H -4.6356 4.2870 -1.8330 0.018 -0.012 0.012
H -2.4042 3.2555 -2.1702 -0.044 0.023 -0.003
H -1.2380 -3.5018 -3.4344 -0.025 -0.027 0.006
H 0.2627 -3.1946 -2.5577 0.009 -0.018 0.040
H -1.0472 -1.2059 -4.4788 -0.002 -0.011 -0.028
H 0.2287 -2.3416 -4.8523 -0.011 -0.010 -0.019
H 1.3175 -0.2951 -4.4711 0.012 0.019 -0.009
H 1.6475 -1.2627 -3.0475 0.036 0.009 0.031
H 0.6179 2.1397 -1.9537 -0.080 -0.054 0.144
H 3.4203 2.4582 -2.6134 0.016 -0.022 -0.006
H 5.6517 1.6888 -1.8608 -0.009 -0.002 0.011
H 5.8476 -0.4060 -0.5614 -0.013 0.001 0.008
H 3.8308 -1.7048 0.0322 0.005 0.012 -0.023
C 1.5262 -2.5513 2.1382 -0.098 0.063 -0.056
P 0.6157 -0.9595 2.2191 0.262 -0.120 0.222
C -0.2281 -1.1350 3.8355 -0.036 0.118 -0.087
C 1.9530 0.2344 2.6032 -0.059 -0.027 -0.150
C 2.9179 -0.0485 3.5649 0.036 -0.017 0.007
C 3.9708 0.8282 3.7815 0.013 0.009 -0.004
C 4.0717 1.9904 3.0305 -0.006 -0.009 -0.016
C 3.0925 2.3034 2.0977 0.046 0.039 0.061
C 2.0225 1.4391 1.8976 -0.052 -0.053 -0.114
P 0.6218 1.8058 0.8076 0.028 0.132 0.507
C 0.9311 3.4829 0.1747 0.038 -0.168 -0.163
C -0.7275 2.1693 2.0114 0.007 0.064 -0.147
H 1.9055 -2.7132 1.1317 0.015 0.001 0.003
H 0.8637 -3.3731 2.4103 -0.007 0.001 0.010
H 2.3622 -2.5378 2.8336 -0.011 -0.050 0.025
H -0.8852 -2.0030 3.8361 0.007 -0.010 0.019
H -0.8103 -0.2450 4.0734 0.005 -0.007 0.003
H 0.5223 -1.2771 4.6132 -0.012 0.008 0.018
H 2.8696 -0.9579 4.1522 -0.004 0.015 -0.014
H 4.7168 0.5982 4.5310 -0.011 -0.001 -0.024
H 4.9073 2.6623 3.1790 -0.027 -0.011 0.010
H 3.1749 3.2287 1.5423 -0.034 -0.023 -0.002
H 1.8299 3.5162 -0.4407 0.012 0.022 0.014
H 1.0390 4.1614 1.0200 0.019 0.058 -0.019
H 0.0757 3.8000 -0.4237 -0.009 -0.002 0.028
H -1.3979 2.9165 1.5829 -0.007 -0.037 -0.014
H -0.3043 2.5647 2.9337 0.004 0.028 0.015
H -1.3152 1.2803 2.2361 0.013 -0.023 0.042
```
Positions in Å, forces in eV/Å.

Properties
LUMO level: -0.2357 hartree
energy above the lowest of the compared OMol25 structures with the same formula, charge and spin: 7.6 kcal per mole
net charge: +2

Results of the natural (NBO) charge analysis, in e, for atoms 1 through 6: atom 1 (Zr): 2.10, atom 2 (C): -0.43, atom 3 (N): -0.56, atom 4 (C): -0.22, atom 5 (C): -0.41, atom 6 (C): -0.24

=====

C31H42As2BrN4O6SScSe | ωB97M-V with the def2-TZVPD basis set

```
89
Properties=species:S:1:pos:R:3:forces:R:3
Sc -0.2273 -0.2195 -0.3603 0.097 0.584 -1.399
O -0.0740 0.3424 4.9499 -0.001 0.110 0.012
C -1.1370 1.1397 4.6126 0.044 -0.094 0.060
C -1.8710 1.6962 5.6526 0.010 0.002 0.086
C -2.9614 2.5046 5.3701 -0.001 -0.015 -0.090
C -3.3300 2.7602 4.0513 0.051 -0.024 0.050
C -2.5846 2.2076 3.0195 -0.031 0.071 0.014
C -1.4829 1.4089 3.2916 -0.201 0.019 -0.071
C -0.6802 0.7727 2.1944 0.143 0.259 -0.075
O -1.2775 0.7365 0.9637 -0.412 0.289 0.838
N 0.6016 1.5194 2.0538 -0.285 0.425 -0.324
N 1.2107 1.3778 0.8588 -0.407 -0.480 0.293
C 2.4611 1.5747 0.7631 0.377 0.135 -0.290
C 3.1780 1.4882 -0.5092 -0.495 -0.006 0.164
Br 2.0960 1.4332 -2.0779 0.135 0.136 -0.013
C 4.4955 1.4604 -0.6672 0.468 -0.041 0.216
C 5.4681 1.3441 0.4455 -0.066 -0.008 -0.112
C 6.6447 2.0947 0.4172 0.005 0.050 -0.016
C 7.5751 1.9887 1.4398 -0.035 -0.022 0.001
C 7.3511 1.1140 2.4973 -0.016 0.023 -0.065
C 6.1956 0.3457 2.5229 -0.020 0.017 -0.006
C 5.2600 0.4555 1.5026 -0.003 -0.039 -0.009
H 0.2464 -0.1796 4.1989 -0.043 -0.025 0.039
H -1.5759 1.4707 6.6719 -0.054 0.034 -0.078
H -3.5356 2.9255 6.1868 0.019 0.000 -0.026
H -4.1920 3.3792 3.8295 0.060 -0.035 0.030
H -2.8506 2.3812 1.9812 0.014 -0.033 0.050
H -0.4478 -0.2425 2.5172 0.093 -0.344 -0.026
H 1.2023 1.5340 2.8659 0.173 -0.077 0.110
H 3.0543 1.8050 1.6418 0.099 0.131 0.040
H 4.8991 1.5115 -1.6726 0.010 -0.025 0.047
H 6.8201 2.7762 -0.4098 0.004 -0.052 0.062
H 8.4773 2.5880 1.4118 -0.031 -0.032 -0.005
H 8.0823 1.0221 3.2904 -0.016 0.014 -0.007
H 6.0225 -0.3504 3.3350 -0.001 0.023 -0.049
H 4.3768 -0.1752 1.5089 0.034 0.019 0.009
C -0.9104 3.8504 -2.1884 0.184 0.151 0.234
As -1.3290 2.0326 -1.6928 -0.688 -0.339 -0.725
C -1.8076 1.4445 -3.5099 0.091 0.077 -0.014
C -3.1484 2.2126 -1.0119 0.087 0.004 0.147
C -3.7426 3.4544 -0.8208 -0.062 0.011 -0.017
C -5.0401 3.5517 -0.3318 -0.018 -0.046 0.006
C -5.7532 2.3999 -0.0300 0.040 0.038 -0.024
C -5.1530 1.1582 -0.1976 0.030 0.067 -0.016
C -3.8507 1.0535 -0.6738 -0.038 -0.028 0.072
As -2.9807 -0.6977 -0.8061 -0.469 0.469 0.168
C -4.1683 -1.4443 -2.1494 0.107 -0.175 -0.129
C -3.6872 -1.5544 0.7866 0.190 -0.050 0.038
H -0.8003 4.4707 -1.3032 0.011 0.092 0.034
H -1.6932 4.2396 -2.8331 -0.036 0.065 -0.042
H 0.0370 3.8340 -2.7194 0.061 0.027 -0.059
H -2.6716 1.9966 -3.8737 -0.020 0.056 -0.019
H -2.0258 0.3797 -3.5151 -0.029 -0.068 -0.002
H -0.9574 1.6154 -4.1724 -0.003 -0.017 0.011
H -3.1942 4.3605 -1.0436 -0.026 0.023 -0.019
H -5.4900 4.5270 -0.1873 0.017 -0.042 -0.001
H -6.7689 2.4660 0.3428 0.059 0.002 0.001
H -5.7059 0.2634 0.0631 -0.019 0.004 0.012
H -5.1966 -1.2656 -1.8484 -0.102 -0.011 -0.013
H -3.9965 -2.5137 -2.2474 -0.018 -0.076 -0.024
H -3.9812 -0.9692 -3.1093 -0.012 0.013 -0.051
H -4.7482 -1.7628 0.6972 -0.133 0.007 -0.011
H -3.4920 -0.9020 1.6343 -0.003 0.046 0.023
H -3.1382 -2.4811 0.9381 -0.004 -0.055 0.013
C 2.2402 -4.3588 -3.8692 0.051 0.124 0.167
N 1.9906 -3.2359 -2.9611 -0.064 0.059 -0.193
C 2.8271 -2.0744 -3.2428 -0.074 -0.144 -0.010
C 0.7266 -3.0459 -2.4726 0.075 -0.171 0.048
S -0.1198 -1.5821 -2.7746 0.019 0.146 -0.279
N 0.1729 -4.0708 -1.8253 0.051 -0.034 0.210
C -1.2219 -4.0693 -1.3995 0.119 -0.254 0.009
C 0.9501 -5.1735 -1.2407 -0.230 -0.191 -0.255
H 2.1623 -4.0155 -4.9059 0.013 0.029 -0.005
H 1.5203 -5.1545 -3.7229 -0.073 -0.042 0.064
H 3.2431 -4.7584 -3.7122 -0.017 0.008 0.040
H 3.8630 -2.4164 -3.2783 -0.027 -0.004 -0.016
H 2.7266 -1.3478 -2.4451 -0.037 0.001 0.047
H 2.5679 -1.6067 -4.1969 -0.004 0.011 -0.025
H -1.7714 -3.3255 -1.9551 -0.106 0.130 -0.138
H -1.2796 -3.8421 -0.3358 0.008 -0.006 -0.017
H -1.6453 -5.0577 -1.5858 0.039 -0.021 -0.025
H 2.0114 -4.9925 -1.3494 0.004 0.046 -0.009
H 0.6755 -6.1237 -1.7055 -0.017 0.040 -0.135
H 0.7315 -5.2082 -0.1749 -0.063 -0.082 -0.201
O 1.5329 -1.4316 2.4142 -0.143 -0.225 -0.417
Se 1.1615 -2.1180 0.9863 1.024 -0.986 1.008
O 1.6354 -1.0927 -0.2567 0.405 -0.417 0.366
O -0.4935 -1.9834 0.6855 0.222 -0.058 0.418
O 1.6966 -3.6259 0.7788 -0.092 0.808 0.292
```
Positions in Å, forces in eV/Å.

Properties
LUMO level: 0.0042 hartree
energy above the lowest of the compared OMol25 structures with the same formula, charge and spin: 20.5 kcal per mole

Results of the Mulliken charge analysis, in e, for atoms 1 through 6: atom 1 (Sc): -0.96, atom 2 (O): -0.69, atom 3 (C): 0.25, atom 4 (C): -0.68, atom 5 (C): -0.39, atom 6 (C): -0.95